Record 1
Here is C29H43AsBrNO3Si3Tc as an isolated structure at a distorted geometry from the OMol25 dataset. Energies are from ωB97M-V/def2-TZVPD.

ORCA input file:
```
! wB97M-V def2-TZVPD RIJCOSX def2/J DEFGRID3
* xyz 0 2
Tc 0.40006 -0.95880 0.42695
O 6.94080 0.86258 -0.45598
C 5.69310 0.34170 -0.55888
C 5.27997 -0.79347 0.12594
C 3.98060 -1.22704 -0.05692
N 3.10383 -0.62274 -0.86656
C 3.53731 0.44031 -1.50263
Br 2.32057 1.29220 -2.69479
C 4.80605 0.98832 -1.39652
H 7.45445 0.34982 0.17753
H 5.95022 -1.32732 0.79062
H 3.59062 -2.08281 0.48848
H 5.09504 1.87782 -1.93921
C -2.17666 -4.32336 -0.81996
C -0.88017 -3.64817 -0.47613
O -0.90200 -2.39732 -0.42974
C 0.28187 -4.42803 -0.19834
C 0.30385 -5.80294 -0.57391
C 1.37884 -6.59492 -0.34102
C 2.50203 -6.03487 0.33205
C 2.51525 -4.74153 0.73653
C 1.40422 -3.86557 0.48766
O 1.45730 -2.68312 0.94385
H -2.97430 -3.58799 -0.82923
H -2.39886 -5.10303 -0.09269
H -2.12180 -4.79297 -1.80486
H -0.55338 -6.22389 -1.08240
H 1.38073 -7.62832 -0.65901
H 3.36677 -6.65774 0.53284
H 3.36482 -4.33306 1.27272
C 1.14688 0.20074 1.53343
C 1.65241 1.13324 2.54334
C 0.86002 2.14260 3.08894
C 1.36468 2.99331 4.06356
C 2.67336 2.84654 4.50750
C 3.47293 1.85036 3.96518
C 2.96610 1.00144 2.98986
H -0.15485 2.25599 2.73413
H 0.73588 3.77241 4.47684
H 3.06669 3.50411 5.27355
H 4.49543 1.73116 4.30346
H 3.58758 0.22155 2.56010
C -2.37966 0.45599 2.80638
Si -3.05866 0.62007 1.09051
C -3.90368 -0.98238 0.67432
C -4.37629 1.92877 1.12479
As -1.22858 0.76839 -0.44190
Si -2.39936 0.42546 -2.48225
C -3.00668 -1.29343 -2.78935
C -1.30979 0.80842 -3.94218
C -3.87925 1.55673 -2.46475
Si -0.64560 3.06153 -0.75906
C -0.77717 3.61201 -2.52048
C -1.79173 4.15987 0.18912
C 1.09917 3.33851 -0.20970
H -3.04213 -0.19341 3.39271
H -2.31892 1.42337 3.31676
H -1.38362 0.01090 2.79375
H -4.83281 -1.05292 1.25393
H -3.25904 -1.83056 0.93676
H -4.15480 -1.06342 -0.38562
H -5.16368 1.54525 1.78903
H -4.82311 2.11498 0.14207
H -4.02552 2.87733 1.53298
H -2.21207 -2.02714 -2.64493
H -3.32205 -1.33041 -3.83871
H -3.85701 -1.57178 -2.16478
H -0.26163 0.90085 -3.66549
H -1.61620 1.73704 -4.43273
H -1.38824 -0.00795 -4.66645
H -4.69431 1.11416 -1.88097
H -4.24144 1.71237 -3.49046
H -3.65147 2.53841 -2.03528
H -1.80115 3.56070 -2.90201
H -0.12973 3.05314 -3.19641
H -0.45933 4.66188 -2.53367
H -2.83791 3.93491 -0.01684
H -1.59779 5.19754 -0.11556
H -1.62910 4.08668 1.27226
H 1.58127 2.40569 0.08317
H 1.13569 4.02681 0.64045
H 1.67513 3.76843 -1.03569
*
```

The expectation value of S² is 0.8237. The calculation puts the relative energy (zero: lowest compared OMol25 entry of this formula, charge and spin) at 16.2 kcal/mol. As for the HOMO energy (spin up / spin down): -6.8 / -6.3 eV.

=====

Record 2
Here is a 2-piece molecular cluster, C35H39F14NO5PS3 overall at a distorted geometry from the OMol25 dataset. Energies are from ωB97M-V/def2-TZVPD.

ORCA input file:
```
! wB97M-V def2-TZVPD RIJCOSX def2/J DEFGRID3
* xyz 1 1
C 4.44792 -3.05580 3.67879
C 3.59120 -2.43008 2.57769
O 2.43392 -1.80050 3.11050
C 1.27672 -1.91909 2.30496
C 0.43437 -0.59962 2.45706
P 0.95194 0.14185 4.07144
S -0.27236 1.55657 4.63567
C 0.81518 0.27645 1.22679
C 2.13858 1.03311 1.23329
C 2.54216 1.47154 -0.15666
C 2.74868 2.82652 -0.43377
C 3.08874 3.21755 -1.72190
C 3.23233 2.28672 -2.75297
C 3.06355 0.92360 -2.48932
C 3.22033 -0.08988 -3.58506
C 2.72221 0.54564 -1.19041
C -0.44698 1.12401 1.08048
C -0.59373 2.27807 0.12266
C -1.89601 3.01193 0.35446
C -2.73510 3.27008 -0.73698
C -3.92857 3.97163 -0.58962
C -4.32195 4.44389 0.66864
C -5.59917 5.21857 0.79358
C -3.49149 4.16678 1.75400
C -2.28972 3.46939 1.61401
N -1.55316 0.10056 1.15578
S -2.20106 -0.65606 -0.30472
O -3.50189 -1.08640 0.07751
O -2.14694 0.23998 -1.40479
C -1.22844 -2.18453 -0.78821
F -0.11992 -2.36878 -0.07567
F -2.02999 -3.21000 -0.57986
C -0.87425 -2.16603 -2.30746
F -1.95726 -2.13953 -3.03102
F -0.06747 -1.17135 -2.58527
F -0.24137 -3.30343 -2.53311
C -1.09068 -0.76597 2.33861
C -1.75884 -2.10586 2.60271
C -3.20877 -1.90905 3.06168
C -4.06573 -3.15064 2.88237
F -3.71465 -3.77330 1.72787
F -3.79813 -4.02578 3.86724
C -5.59282 -2.87213 2.73626
F -6.12992 -3.89774 2.07968
F -5.78028 -1.79472 1.98043
S -6.56723 -2.69379 4.35638
F -6.88583 -1.16943 4.05578
F -5.25740 -2.23657 5.12692
F -6.28397 -4.20538 4.67148
F -7.89506 -3.08437 3.59462
F -7.36801 -2.58298 5.69712
H 5.48475 -2.75305 3.57874
H 4.44454 -4.13720 3.57278
H 4.08581 -2.81487 4.67250
H 3.33337 -3.20469 1.85677
H 4.20329 -1.71211 2.02554
H 0.72167 -2.80509 2.61405
H 1.59835 -1.99055 1.27115
H 2.24798 0.62920 3.90937
H 1.03927 -0.88982 5.01333
H 0.83133 -0.33287 0.31740
H 2.91509 0.38508 1.63681
H 2.06099 1.92429 1.85712
H 2.63024 3.54127 0.36883
H 3.24026 4.26083 -1.96107
H 3.47814 2.59152 -3.75848
H 3.93458 -0.86008 -3.30516
H 2.25811 -0.57970 -3.74322
H 3.47082 0.39226 -4.52004
H 2.58681 -0.50958 -0.96438
H -0.53093 1.60469 2.06380
H -0.51854 1.97845 -0.92035
H 0.24378 2.94634 0.30291
H -2.44606 2.93521 -1.72336
H -4.52476 4.16289 -1.46887
H -5.66560 5.91822 -0.03816
H -5.63998 5.82057 1.69550
H -6.47799 4.58296 0.72531
H -3.77935 4.53275 2.73015
H -1.66259 3.30367 2.48212
H -2.37550 0.62515 1.49370
H -1.45109 -0.14769 3.17539
H -1.20989 -2.53372 3.43794
H -1.65307 -2.80886 1.78258
H -3.18532 -1.72032 4.13310
H -3.68867 -1.03327 2.63823
C 5.78383 -1.30046 -7.79756
C 5.47500 -0.68061 -6.66214
C 5.51616 0.79870 -6.55788
O 5.23537 1.36549 -5.51972
C 5.91352 1.56159 -7.76531
C 6.22282 0.94368 -8.90206
C 6.18177 -0.53723 -9.00947
O 6.46012 -1.10237 -10.04209
H 5.76187 -2.37821 -7.89685
H 5.18353 -1.21814 -5.76885
H 5.93646 2.63917 -7.66496
H 6.51604 1.48087 -9.79481
*
```

The calculation puts the relative energy (zero: lowest compared OMol25 entry of this formula, charge and spin) at 0.0 kcal/mol. As for the HOMO energy: -11.4 eV.

=====

Record 3
Here is C4H4O4 in the gas phase at a distorted geometry from the OMol25 dataset. Energies are from ωB97M-V/def2-TZVPD.

ORCA input file:
```
! wB97M-V def2-TZVPD RIJCOSX def2/J DEFGRID3
* xyz 0 1
C 0.60219 0.83662 -1.50875
C 0.26300 0.63281 0.08276
C -1.05153 -0.00237 0.41691
C 0.64153 -1.38688 1.08593
H 1.69399 1.10497 -2.12944
H -0.06281 1.67027 0.49275
H -1.76871 0.13861 1.24443
H -1.74424 0.21231 -0.69107
O -0.44358 0.47338 -2.28302
O -0.62965 -1.43679 0.68794
O 1.34512 -2.22026 1.74728
O 1.15468 -0.02266 0.85428
*
```

The calculation puts the relative energy (zero: lowest compared OMol25 entry of this formula, charge and spin) at 107.8 kcal/mol. As for the SMILES: O=C[C@H]1COC(=O)O1. As for the HOMO energy: -10.7 eV.